C4H5NO2 | the ωB97M-V functional and the def2-TZVPD basis

```
! RIJCOSX wB97M-V def2-TZVPD def2/J DEFGRID3
* xyz 0 1
O 2.350 0.713 1.860
C 2.151 0.209 0.778
C 0.769 0.071 0.205
O 0.499 0.416 -1.054
N -0.164 -0.394 0.937
C -1.278 -0.718 0.032
C -1.150 0.474 -0.865
H 2.961 -0.251 0.179
H -2.186 -0.858 0.632
H -1.055 -1.644 -0.527
H -1.368 0.468 -1.914
H -1.502 1.389 -0.337
*
```

Summary:
E_LUMO, eV: 0.47
Energy above the lowest of the compared OMol25 structures with the same formula, charge and spin, kJ/mol: 225.0
HOMO level, eV: -9.82
SMILES: O=CC1=NCCO1
Total energy, Eh: -360.58373
Orbital gap, eV: 10.3

Mulliken population analysis, charges in e, atoms 1 to 6: number 1, O, carries -0.4154; number 2, C, carries -0.1154; number 3, C, carries 0.6316; number 4, O, carries -0.4107; number 5, N, carries -0.4683; number 6, C, carries -0.2652

***

C4H9N3O | the ωB97M-V functional and the def2-TZVPD basis

```
! RIJCOSX wB97M-V def2-TZVPD def2/J DEFGRID3
* xyz 0 1
C 1.490 -0.478 0.031
C -1.082 0.263 -1.415
C -0.711 0.395 0.058
N 2.804 -0.393 0.378
N -1.371 1.533 0.652
C -0.927 -1.024 0.806
N 0.683 0.470 0.342
O -1.041 -2.068 0.226
H 1.272 -1.281 -0.680
H 3.486 -0.863 -0.191
H 3.095 0.467 0.814
H -2.309 1.294 0.952
H -0.835 1.875 1.440
H -1.013 -0.886 1.896
H -2.165 0.187 -1.503
H -0.729 1.141 -1.953
H -0.647 -0.632 -1.852
*
```

Summary:
E_LUMO, eV: 0.98
Energy above the lowest of the compared OMol25 structures with the same formula, charge and spin, kJ/mol: 141.8
HOMO level, eV: -8.42
SMILES: C[C@@](N)(C=O)/N=C/N
Total energy, Eh: -397.29665
Orbital gap, eV: 9.4

Mulliken population analysis, charges in e, atoms 1 to 6: number 1, C, carries 0.0327; number 2, C, carries -1.2393; number 3, C, carries 1.0075; number 4, N, carries -0.3910; number 5, N, carries -0.6613; number 6, C, carries -0.2224

***

What did the second record say?
C4H9N3O | the ωB97M-V functional and the def2-TZVPD basis

```
! RIJCOSX wB97M-V def2-TZVPD def2/J DEFGRID3
* xyz 0 1
C 1.490 -0.478 0.031
C -1.082 0.263 -1.415
C -0.711 0.395 0.058
N 2.804 -0.393 0.378
N -1.371 1.533 0.652
C -0.927 -1.024 0.806
N 0.683 0.470 0.342
O -1.041 -2.068 0.226
H 1.272 -1.281 -0.680
H 3.486 -0.863 -0.191
H 3.095 0.467 0.814
H -2.309 1.294 0.952
H -0.835 1.875 1.440
H -1.013 -0.886 1.896
H -2.165 0.187 -1.503
H -0.729 1.141 -1.953
H -0.647 -0.632 -1.852
*
```

Summary:
E_LUMO, eV: 0.98
Energy above the lowest of the compared OMol25 structures with the same formula, charge and spin, kJ/mol: 141.8
HOMO level, eV: -8.42
SMILES: C[C@@](N)(C=O)/N=C/N
Total energy, Eh: -397.29665
Orbital gap, eV: 9.4

Mulliken population analysis, charges in e, atoms 1 to 6: number 1, C, carries 0.0327; number 2, C, carries -1.2393; number 3, C, carries 1.0075; number 4, N, carries -0.3910; number 5, N, carries -0.6613; number 6, C, carries -0.2224